Density functional theory data (wB97M-V/def2-TZVPD) for a structure of composition C14H31N8O3PY in a non-equilibrium geometry.

For the energy above the lowest of the compared OMol25 structures with the same formula, charge and spin, the calculation gives 0.258 eV. Its orbital gap is 6.66 eV. For the highest occupied orbital energy, the calculation gives -15.63 eV. As for the molar mass: 479.33 g/mol. The total energy comes out at -1594.799449 hartree. As for the charge: +3. As for the multiplicity: 1.

Each line ends with the natural charge from an NBO analysis.
Geometry (Å):
Y (1.892, 0.813, 0.030)  2.24
N (1.619, -0.050, 2.328)  -0.95
C (1.308, -1.513, 2.118)  -0.16
C (0.747, -2.259, 3.327)  -0.43
C (-0.522, -1.750, 4.021)  -0.42
C (-1.851, -2.035, 3.309)  -0.23
N (-2.048, -3.439, 2.953)  -0.57
C (-2.590, -4.381, 3.724)  0.68
N (-2.714, -5.621, 3.258)  -0.75
N (-2.995, -4.104, 4.962)  -0.76
C (0.446, -1.673, 0.852)  0.79
O (-0.451, -2.463, 0.793)  -0.57
O (0.820, -0.880, -0.155)  -0.91
H (2.414, 0.017, 2.962)  0.42
H (0.850, 0.367, 2.852)  0.41
H (2.258, -1.992, 1.869)  0.24
H (1.543, -2.313, 4.073)  0.24
H (0.585, -3.285, 2.995)  0.25
H (-0.483, -0.677, 4.237)  0.21
H (-0.537, -2.227, 5.003)  0.24
H (-1.918, -1.491, 2.372)  0.23
H (-2.685, -1.684, 3.918)  0.22
H (-1.748, -3.698, 2.025)  0.44
H (-2.447, -5.860, 2.318)  0.43
H (-3.125, -6.353, 3.814)  0.43
H (-2.968, -3.171, 5.330)  0.42
H (-3.464, -4.800, 5.519)  0.44
C (-1.040, 3.488, -4.148)  -0.08
N (-0.780, 2.048, -4.244)  -0.43
C (-1.996, 1.315, -3.878)  -0.08
N (-2.488, 1.665, -2.542)  -0.43
C (-2.710, 3.115, -2.481)  -0.08
N (-1.513, 3.887, -2.820)  -0.43
C (-0.485, 3.797, -1.812)  -0.44
P (0.085, 2.005, -1.641)  0.37
C (0.367, 1.635, -3.480)  -0.43
C (-1.615, 1.194, -1.496)  -0.45
H (-1.807, 3.745, -4.876)  0.24
H (-0.134, 4.042, -4.395)  0.21
H (-1.807, 0.242, -3.931)  0.21
H (-2.771, 1.563, -4.601)  0.23
H (-3.051, 3.392, -1.484)  0.21
H (-3.492, 3.370, -3.193)  0.23
H (-0.864, 4.136, -0.848)  0.24
H (0.370, 4.418, -2.081)  0.24
H (0.530, 0.563, -3.592)  0.24
H (1.260, 2.161, -3.821)  0.23
H (-2.039, 1.430, -0.520)  0.23
H (-1.477, 0.114, -1.563)  0.24
C (4.638, 2.474, -2.105)  -0.71
C (4.773, 1.061, -1.628)  0.73
N (5.874, 0.412, -1.890)  -0.69
O (3.823, 0.476, -1.002)  -0.85
H (5.588, 3.006, -2.071)  0.28
H (3.910, 3.020, -1.510)  0.22
H (4.301, 2.460, -3.144)  0.28
H (6.640, 0.851, -2.380)  0.44
H (5.975, -0.561, -1.632)  0.44